C6H11N in the gas phase in a non-equilibrium geometry, computed with the ωB97M-V functional and the def2-TZVPD basis.

Calculated values
Max |F|   0.07878 hartree/bohr
Structure (SMILES)   C=CC(N)=C(C)C

```
! RIJCOSX wB97M-V def2-TZVPD def2/J DEFGRID3
* xyz 0 1
C 1.589 -2.063 -0.682
C 0.708 -1.366 0.050
C 0.360 0.097 -0.223
N 1.494 0.912 -0.459
C -0.798 0.541 0.245
C -1.102 1.919 0.891
C -2.037 -0.320 0.146
H 1.526 -3.147 -0.648
H 2.338 -1.573 -1.360
H -0.038 -1.794 0.664
H 2.465 0.635 -0.444
H 1.449 1.552 -1.282
H -2.216 2.186 0.885
H -0.498 2.643 0.467
H -0.879 1.962 1.981
H -2.084 -0.959 -0.715
H -1.849 -0.952 1.036
H -2.988 0.222 0.060
*
```

Atomic partial charges in e from the Mulliken method, atoms 1 to 2: number 1, C, carries -0.788; number 2, C, carries -0.324

***

C6H11N in the gas phase in a non-equilibrium geometry, computed with the ωB97M-V functional and the def2-TZVPD basis.

Calculated values
Max |F|   0.09302 hartree/bohr
Structure (SMILES)   CC1C[C@@H]2N[C@H]2C1

```
! RIJCOSX wB97M-V def2-TZVPD def2/J DEFGRID3
* xyz 0 1
C 1.843 0.894 0.360
C 0.815 -0.155 0.369
C 0.267 -0.963 -0.876
C -1.172 -0.929 -0.540
N -2.238 -0.199 -1.124
C -1.253 0.437 -0.287
C -0.503 0.413 1.029
H 1.590 1.802 -0.136
H 2.030 1.077 1.349
H 2.809 0.475 -0.105
H 0.974 -0.886 1.127
H 0.505 -0.470 -1.837
H 0.827 -1.864 -0.985
H -1.391 -1.500 0.444
H -3.042 -0.701 -0.845
H -0.685 1.223 -0.938
H -0.244 1.460 1.172
H -1.132 -0.114 1.824
*
```

Atomic partial charges in e from the Mulliken method, atoms 1 to 2: number 1, C, carries -1.514; number 2, C, carries 0.336

***

C6H11N in the gas phase in a non-equilibrium geometry, computed with the ωB97M-V functional and the def2-TZVPD basis.

Calculated values
Max |F|   0.02472 hartree/bohr
Structure (SMILES)   CCC[C@@H](C)C#N

```
! RIJCOSX wB97M-V def2-TZVPD def2/J DEFGRID3
* xyz 0 1
C 2.095 0.429 -0.741
C 0.670 0.950 -0.990
C -0.451 -0.110 -0.880
C -1.099 0.045 0.517
C -1.797 -1.190 1.080
C 0.044 0.298 1.410
N 1.046 0.217 1.982
H 2.265 0.483 0.343
H 2.238 -0.626 -1.001
H 2.857 1.027 -1.252
H 0.467 1.641 -0.149
H 0.588 1.559 -1.890
H -1.211 0.003 -1.663
H -0.051 -1.130 -0.962
H -1.787 0.900 0.499
H -2.602 -1.534 0.429
H -1.065 -1.995 1.196
H -2.205 -0.968 2.070
*
```

Atomic partial charges in e from the Mulliken method, atoms 1 to 2: number 1, C, carries -1.003; number 2, C, carries -0.768

***

C6H11N in the gas phase in a non-equilibrium geometry, computed with the ωB97M-V functional and the def2-TZVPD basis.

Calculated values
Max |F|   0.03756 hartree/bohr
Structure (SMILES)   C=CCN/C=C/C

```
! RIJCOSX wB97M-V def2-TZVPD def2/J DEFGRID3
* xyz 0 1
C 2.359 0.033 -2.084
C 2.156 -1.069 -1.387
C 1.295 -1.182 -0.163
N 0.493 -0.026 0.132
C -0.676 0.006 0.862
C -1.488 1.062 0.915
C -2.851 0.982 1.553
H 1.685 0.869 -2.049
H 3.003 0.041 -2.944
H 2.635 -2.028 -1.571
H 0.611 -2.035 -0.240
H 1.973 -1.360 0.674
H 0.675 0.876 -0.275
H -1.061 -1.000 1.018
H -1.238 1.970 0.373
H -2.967 0.046 2.094
H -2.968 1.773 2.291
H -3.638 1.042 0.800
*
```

Atomic partial charges in e from the Mulliken method, atoms 1 to 2: number 1, C, carries -0.769; number 2, C, carries -0.188

***

C6H11N in the gas phase, computed with the ωB97M-V functional and the def2-TZVPD basis.

Calculated values
Max |F|   0.01423 hartree/bohr
Structure (SMILES)   [H]/N=C/[C@H](C)CC=C

```
! RIJCOSX wB97M-V def2-TZVPD def2/J DEFGRID3
* xyz 0 1
H -1.310 1.980 0.695
N -0.308 1.761 0.631
C -0.161 0.590 1.097
C 0.915 -0.351 0.651
C 2.274 0.249 0.288
C 0.135 -0.890 -0.620
C -1.388 -0.857 -0.533
C -2.157 0.108 -1.039
H -1.002 0.013 1.506
H 1.055 -1.167 1.377
H 2.924 -0.499 -0.184
H 2.151 1.088 -0.404
H 2.800 0.625 1.174
H 0.460 -1.908 -0.845
H 0.427 -0.227 -1.441
H -1.864 -1.632 0.069
H -1.724 0.950 -1.581
H -3.227 0.167 -0.839
*
```

Atomic partial charges in e from the Mulliken method, atoms 1 to 2: number 1, H, carries 0.279; number 2, N, carries -0.669

***

A molecular structure, C6H11N in a non-equilibrium geometry, computed with the ωB97M-V functional and the def2-TZVPD basis.

Calculated values
Max |F|   0.06491 hartree/bohr

```
! RIJCOSX wB97M-V def2-TZVPD def2/J DEFGRID3
* xyz 0 1
C -2.193 0.785 -0.031
C -0.297 -0.590 1.817
C 0.633 0.147 -2.046
C -0.065 -0.283 0.363
C 1.189 -0.486 -0.291
C 2.407 -0.475 0.234
N -0.931 0.228 -0.444
H -2.752 1.051 -0.930
H -2.062 1.690 0.572
H -2.792 0.070 0.545
H 0.387 -1.364 2.160
H -1.317 -0.926 2.007
H -0.118 0.313 2.405
H 1.319 0.986 -2.050
H 0.972 -0.699 -2.633
H -0.262 0.458 -2.578
H 3.285 -0.594 -0.392
H 2.598 -0.310 1.291
*
```

Atomic partial charges in e from the Mulliken method, atoms 1 to 2: number 1, C, carries -1.011; number 2, C, carries -1.460

***

C6H11N in the gas phase, computed with the ωB97M-V functional and the def2-TZVPD basis.

Calculated values
Max |F|   0.01385 hartree/bohr
Structure (SMILES)   CC=C=NCCC

```
! RIJCOSX wB97M-V def2-TZVPD def2/J DEFGRID3
* xyz 0 1
C 1.687 2.108 -1.155
C 0.976 0.816 -1.468
C 1.055 -0.224 -0.671
N 1.173 -1.177 0.089
C 0.271 -1.321 1.237
C -1.034 -0.526 1.202
C -1.984 -0.962 0.087
H 2.455 2.332 -1.904
H 0.983 2.947 -1.132
H 2.175 2.053 -0.177
H 0.371 0.731 -2.366
H 0.861 -1.034 2.116
H 0.054 -2.389 1.337
H -0.820 0.548 1.118
H -1.517 -0.673 2.176
H -2.863 -0.311 0.034
H -2.334 -1.987 0.253
H -1.494 -0.931 -0.891
*
```

Atomic partial charges in e from the Mulliken method, atoms 1 to 2: number 1, C, carries -1.100; number 2, C, carries -0.397

***

C6H11N in the gas phase in a non-equilibrium geometry, computed with the ωB97M-V functional and the def2-TZVPD basis.

Calculated values
Max |F|   0.03453 hartree/bohr

```
! RIJCOSX wB97M-V def2-TZVPD def2/J DEFGRID3
* xyz 0 1
C 3.185 0.952 0.047
N 1.810 0.689 0.439
C 1.419 -0.650 0.199
C 0.102 -1.001 0.483
C -1.026 -0.213 0.101
C -2.249 -0.661 -0.210
C -3.378 0.294 -0.523
H 3.936 0.156 0.128
H 3.526 1.760 0.700
H 3.313 1.372 -0.959
H 1.869 -1.064 -0.709
H 2.108 -0.509 1.150
H -0.134 -2.028 0.762
H -0.863 0.856 0.024
H -2.606 -1.617 0.158
H -4.326 -0.235 -0.597
H -3.471 1.052 0.257
H -3.217 0.849 -1.449
*
```

Atomic partial charges in e from the Mulliken method, atoms 1 to 2: number 1, C, carries -0.883; number 2, N, carries -0.422

***

C6H11N in the gas phase, computed with the ωB97M-V functional and the def2-TZVPD basis.

Calculated values
Max |F|   0.01280 hartree/bohr

```
! RIJCOSX wB97M-V def2-TZVPD def2/J DEFGRID3
* xyz 0 1
C 1.837 -0.602 0.514
C 0.482 0.105 0.563
C 0.473 1.328 -0.358
C -0.627 -0.773 -0.071
C -2.025 -0.476 0.488
C -0.653 -0.433 -1.563
N -0.033 0.729 -1.610
H 1.818 -1.534 1.090
H 2.637 0.031 0.915
H 2.094 -0.857 -0.523
H 0.242 0.382 1.597
H 0.064 1.239 -2.479
H 1.464 1.774 -0.503
H -0.214 2.116 -0.019
H -0.414 -1.840 0.071
H -2.785 -1.072 -0.025
H -2.072 -0.699 1.560
H -2.288 0.581 0.352
*
```

Atomic partial charges in e from the Mulliken method, atoms 1 to 2: number 1, C, carries -1.588; number 2, C, carries 0.321

***

C6H11N in the gas phase in a non-equilibrium geometry, computed with the ωB97M-V functional and the def2-TZVPD basis.

Calculated values
Max |F|   0.02650 hartree/bohr
Structure (SMILES)   C=C/C(=C\N)CC

```
! RIJCOSX wB97M-V def2-TZVPD def2/J DEFGRID3
* xyz 0 1
C 1.939 -1.143 0.421
C 1.139 -0.666 -0.545
C -0.117 0.044 -0.344
C -0.634 0.788 -1.357
N -0.180 0.843 -2.657
C -1.039 -0.346 0.784
C -0.883 0.405 2.107
H 2.687 -1.898 0.197
H 2.066 -0.724 1.411
H 1.465 -0.949 -1.543
H -1.321 1.597 -1.122
H -0.136 1.751 -3.088
H 0.551 0.210 -2.934
H -0.907 -1.420 0.949
H -2.084 -0.341 0.467
H 0.121 0.277 2.511
H -1.038 1.462 1.898
H -1.630 0.109 2.844
*
```

Atomic partial charges in e from the Mulliken method, atoms 1 to 2: number 1, C, carries -0.829; number 2, C, carries -0.280

***

Record-wise energy above the lowest of the compared OMol25 structures with the same formula, charge and spin values, in kJ/mol: 249.9; 536.0; 74.3; 187.0; 178.9; 412.4; 133.0; 580.1; 155.5; 172.4